The following is a quantum chemistry calculation of a gas-phase ion, C4H13N3 (charge +2), from OMol25.

Last column: natural (NBO) charge in e.
Element x y z (Å)
C -3.03479 0.60034 1.31006  0.201
N -2.05303 -0.20027 1.26797  -0.422
C -0.63462 0.12560 1.19905  -0.080
N -0.06637 -0.08878 -0.17410  -0.228
N -0.22562 -1.38730 -0.58004  -0.666
C 1.42821 0.31109 -0.18682  -0.216
C 2.10539 0.27325 -1.56232  -0.650
H -2.79044 1.61264 1.45683  0.228
H -4.08099 0.24401 1.46750  0.288
H -2.20029 -1.16325 0.97308  0.468
H -0.42488 1.17240 1.37450  0.256
H -0.01717 -0.55154 1.93182  0.286
H -0.50298 0.78346 -0.96097  0.490
H 0.55755 -1.90677 -0.17500  0.397
H -0.20023 -1.46812 -1.61759  0.424
H 1.38994 1.35823 0.28292  0.229
H 1.86464 -0.29770 0.54765  0.220
H 1.81799 1.10790 -2.16250  0.247
H 3.21589 0.24885 -1.39244  0.298
H 1.83294 -0.66790 -2.08009  0.228

Results
* multiplicity: 1
* net charge: +2
* electronic energy: -8808.7241 eV
* energy above the lowest of the compared OMol25 structures with the same formula, charge and spin: 4.8529 eV
* SMILES: C=[NH+]C[N@H+](N)CC
* HOMO: -19.785 eV
* HOMO-LUMO gap: 10.18 eV
* M: 103.17 g mol⁻¹

---

The following is a quantum chemistry calculation of a single C6H7Br molecule, from OMol25.

Last column: natural (NBO) charge in e.
Element x y z (Å)
C 2.37370 2.29051 0.34573  -0.245
C 1.60042 1.36639 0.56578  -0.012
C 0.65298 0.30799 0.86480  -0.477
C 0.13189 -0.19171 -0.49075  -0.435
C -0.97320 -1.26106 -0.33920  -0.072
C -2.30299 -0.99425 -0.55510  -0.415
Br -0.53383 -3.03221 0.14301  0.056
H 3.02144 3.12095 0.10779  0.242
H 1.10199 -0.52971 1.42623  0.244
H -0.13915 0.76445 1.45300  0.238
H 1.00071 -0.56331 -1.00280  0.225
H -0.24053 0.58040 -1.13594  0.229
H -3.02653 -1.79043 -0.40668  0.211
H -2.66690 -0.06800 -0.97586  0.210

Results
* multiplicity: 1
* electronic energy: -76375.2972 eV
* energy above the lowest of the compared OMol25 structures with the same formula, charge and spin: 1.1731 eV
* SMILES: C#CCCC(=C)Br
* HOMO: -9.342 eV
* HOMO-LUMO gap: 10.17 eV
* M: 159.03 g mol⁻¹

---

The following is a quantum chemistry calculation of a molecular structure, C4H10N4, from OMol25.

Last column: natural (NBO) charge in e.
Element x y z (Å)
C -0.48710 1.01039 0.18117  -0.055
C -2.03805 1.13531 -0.17362  -0.394
C -1.49056 0.96010 1.25528  -0.447
C 1.46067 -0.99537 -0.15295  0.581
H 1.05404 -0.20343 -2.28625  0.402
H -0.56232 -0.76269 -2.21690  0.281
H 0.22948 1.90967 0.12415  0.220
H -2.65667 0.15491 -0.40778  0.223
H -2.45809 1.98264 -0.34215  0.197
H -1.59329 -0.12366 1.73664  0.194
H -1.72411 1.68532 2.11284  0.234
H 2.67440 -0.95549 1.57369  0.439
H 0.42924 -1.04365 1.80826  0.445
H 2.97070 -2.09921 -1.12606  0.388
N 0.15116 0.02507 -1.68794  -0.635
N 0.15239 -0.21117 -0.48809  -0.304
N 1.62204 -1.12753 1.26556  -0.928
N 2.26605 -1.34120 -1.17587  -0.837

Results
* multiplicity: 1
* electronic energy: -10263.1343 eV
* energy above the lowest of the compared OMol25 structures with the same formula, charge and spin: 7.7166 eV
* HOMO: -7.900 eV
* HOMO-LUMO gap: 8.45 eV
* M: 114.15 g mol⁻¹

---

The following is a quantum chemistry calculation of 2 unconnected molecules or ions with the total composition C5H7NO, from OMol25.

Last column: natural (NBO) charge in e.
Element x y z (Å)
C 1.15493 1.65762 0.07111  -0.704
C -0.11463 0.90370 -0.01545  0.074
C -1.03985 0.62135 -0.92416  0.236
O -1.78616 -0.15663 -1.49891  -0.636
C 0.01418 -1.77216 0.49451  0.231
N -1.26186 -2.19442 0.49206  -0.837
C 1.15730 -1.36657 0.45489  -0.381
H 1.60084 1.52868 1.06007  0.243
H 0.91761 2.72359 -0.02692  0.259
H 1.88511 1.39470 -0.70258  0.217
H -1.21601 1.78741 -0.89633  0.225
H -1.78775 -1.79497 -0.28474  0.433
H -1.73776 -2.10415 1.38021  0.394
H 2.21405 -1.22816 0.39622  0.247

Results
* multiplicity: 1
* electronic energy: -8830.4006 eV
* energy above the lowest of the compared OMol25 structures with the same formula, charge and spin: 5.8022 eV
* HOMO: -8.755 eV
* HOMO-LUMO gap: 8.83 eV
* M: 97.12 g mol⁻¹